A cluster of 6 separate species, C38H44BN5O6 in total at a distorted geometry. Source: OMol25; level of theory: ωB97M-V/def2-TZVPD.

```
! RIJCOSX wB97M-V def2-TZVPD def2/J DEFGRID3
* xyz 0 1
C 4.274 -1.666 0.046
C 3.477 -2.520 -1.113
B 2.151 -1.729 -1.749
O 1.212 -2.590 -2.514
C 1.896 -0.119 -1.672
C 1.717 0.833 -0.536
C 1.644 0.455 1.039
C 0.044 0.187 1.412
C -0.180 -1.456 1.623
C -1.796 -1.813 1.643
C -2.016 -3.362 1.153
O -3.122 -3.391 0.182
C -2.645 -3.360 -1.210
C -2.717 -2.026 -2.208
O -2.154 -4.527 -1.708
C 1.816 2.298 -1.329
O 2.144 3.435 -0.706
O 1.896 2.244 -2.799
C 1.709 0.801 -3.004
O 1.122 0.351 -4.132
H 5.412 -2.015 0.149
H 3.805 -1.934 1.088
H 4.206 -0.500 -0.055
H 4.299 -2.748 -1.946
H 3.118 -3.561 -0.725
H 0.342 -2.613 -2.019
H 1.956 1.350 1.729
H 2.172 -0.536 1.374
H -0.209 0.646 2.481
H -0.702 0.617 0.621
H 0.210 -1.700 2.725
H 0.441 -2.097 0.862
H -2.297 -1.064 0.864
H -2.254 -1.573 2.714
H -2.321 -4.097 2.038
H -1.029 -3.750 0.654
H -1.753 -1.384 -2.008
H -3.726 -1.438 -2.046
H -2.719 -2.383 -3.344
C -6.198 -6.761 1.709
C -5.480 -5.673 1.224
C -4.945 -4.780 2.138
N -5.084 -4.902 3.477
C -5.787 -5.967 3.918
C -6.356 -6.915 3.082
H -6.631 -7.483 1.022
H -5.339 -5.524 0.159
H -4.374 -3.917 1.809
H -5.886 -6.041 4.997
H -6.910 -7.752 3.492
C -4.107 3.424 0.680
C -3.550 2.494 -0.191
C -3.578 1.157 0.172
N -4.114 0.703 1.326
C -4.645 1.630 2.152
C -4.668 2.987 1.876
H -4.105 4.481 0.429
H -3.105 2.802 -1.130
H -3.159 0.392 -0.476
H -5.067 1.240 3.075
H -5.110 3.687 2.575
C 7.687 3.008 -0.922
C 6.632 3.371 -0.090
C 5.846 2.365 0.448
N 6.041 1.049 0.210
C 7.071 0.728 -0.603
C 7.914 1.661 -1.185
H 8.325 3.768 -1.362
H 6.428 4.412 0.133
H 5.013 2.597 1.106
H 7.205 -0.335 -0.781
H 8.728 1.346 -1.829
C 9.750 7.580 -3.920
C 10.602 7.254 -2.870
C 10.136 6.388 -1.893
N 8.900 5.845 -1.898
C 8.095 6.181 -2.929
C 8.471 7.035 -3.954
H 10.080 8.254 -4.705
H 11.604 7.663 -2.813
H 10.764 6.101 -1.054
H 7.106 5.733 -2.909
H 7.784 7.269 -4.759
C -8.046 -2.020 0.980
C -9.366 -1.638 1.193
C -9.626 -0.306 1.476
N -8.669 0.644 1.562
C -7.397 0.242 1.352
C -7.039 -1.064 1.059
H -7.804 -3.055 0.754
H -10.174 -2.359 1.139
H -10.640 0.042 1.647
H -6.646 1.024 1.429
H -6.000 -1.330 0.898
*
```

Values from the calculation:
- HOMO energy: -0.3512 Ha
- LUMO energy: -1.4 eV
- E_tot: -60522.4521 eV



A cluster of 7 separate species, C18H48N7O6P2 in total. Source: OMol25; level of theory: ωB97M-V/def2-TZVPD.

```
! RIJCOSX wB97M-V def2-TZVPD def2/J DEFGRID3
* xyz 1 1
N -3.265 1.395 1.707
P -2.166 0.356 1.446
P -0.964 -0.307 3.220
H -3.384 1.795 2.625
H -1.131 0.699 0.559
H -2.583 -0.907 1.007
H -1.433 -1.560 3.608
H 0.451 -0.402 3.005
H -1.282 0.581 4.243
C -7.578 -1.807 0.212
O -8.113 -2.408 -0.697
N -6.983 -0.604 0.090
C -6.345 0.058 1.203
C -6.963 0.043 -1.214
H -7.531 -2.205 1.242
H -6.795 1.033 1.405
H -5.287 0.219 0.996
H -6.443 -0.562 2.094
H -7.979 0.210 -1.573
H -6.434 -0.561 -1.948
H -6.456 1.001 -1.110
C -1.745 -3.102 0.123
O -2.346 -2.996 1.186
N -1.669 -4.210 -0.609
C -0.955 -4.260 -1.869
C -2.352 -5.407 -0.129
H -1.195 -2.253 -0.327
H -1.630 -4.515 -2.687
H -0.154 -5.000 -1.833
H -0.519 -3.283 -2.073
H -3.420 -5.221 -0.023
H -1.960 -5.708 0.841
H -2.195 -6.206 -0.848
C 2.942 -0.515 1.677
O 1.976 -0.859 2.377
N 3.796 0.437 1.994
C 4.926 0.780 1.140
C 3.649 1.179 3.244
H 3.154 -1.022 0.727
H 5.862 0.637 1.678
H 4.864 1.823 0.832
H 4.918 0.144 0.258
H 3.703 0.501 4.096
H 2.692 1.700 3.273
H 4.463 1.897 3.291
C 6.333 3.549 5.085
O 6.151 3.075 3.972
N 7.056 2.959 6.047
C 7.257 3.570 7.346
C 7.674 1.674 5.763
H 5.918 4.524 5.383
H 8.316 3.751 7.535
H 6.868 2.934 8.143
H 6.734 4.524 7.377
H 8.358 1.751 4.919
H 6.921 0.925 5.518
H 8.225 1.352 6.644
C -3.683 0.082 -4.177
O -4.532 -0.439 -3.476
N -3.177 1.311 -3.969
C -2.197 1.906 -4.856
C -3.663 2.067 -2.830
H -3.252 -0.419 -5.060
H -1.265 2.130 -4.335
H -2.576 2.832 -5.292
H -1.964 1.219 -5.666
H -3.467 1.540 -1.893
H -4.740 2.222 -2.893
H -3.163 3.033 -2.813
C 1.684 0.889 -6.372
O 0.706 1.605 -6.291
N 1.963 -0.114 -5.512
C 3.137 -0.946 -5.655
C 1.040 -0.356 -4.421
H 2.435 0.995 -7.171
H 2.869 -1.995 -5.798
H 3.787 -0.873 -4.780
H 3.701 -0.617 -6.526
H 0.042 -0.596 -4.793
H 0.950 0.524 -3.781
H 1.412 -1.194 -3.833
*
```

Values from the calculation:
- HOMO energy: -0.3796 Ha
- LUMO energy: -2.8 eV
- E_tot: -60729.5926 eV



The ion C5H10BN4O4 with charge +1 at a distorted geometry. Source: OMol25; level of theory: ωB97M-V/def2-TZVPD.

```
! RIJCOSX wB97M-V def2-TZVPD def2/J DEFGRID3
* xyz 1 1
O 3.079 -0.351 1.334
C 2.710 0.575 0.705
O 2.299 1.730 1.370
C 2.675 0.644 -0.835
C 1.913 -0.550 -1.511
N 1.096 -1.349 -0.583
C -0.125 -0.990 -0.233
N -0.839 0.133 -0.593
C -2.011 -0.055 0.049
B -3.332 0.863 0.111
O -3.315 2.212 -0.158
O -4.564 0.293 0.463
N -2.078 -1.198 0.767
N -0.868 -1.771 0.600
H 2.946 2.432 1.179
H 3.719 0.648 -1.220
H 2.218 1.598 -1.164
H 1.237 -0.166 -2.300
H 2.643 -1.243 -1.971
H 1.447 -2.209 -0.174
H -2.716 2.694 0.436
H -4.641 0.234 1.431
H -2.885 -1.513 1.294
H -0.607 -2.663 1.003
*
```

Values from the calculation:
- HOMO energy: -0.5010 Ha
- LUMO energy: -4.0 eV
- E_tot: -20169.3335 eV



A cluster of 2 separate species, C4H10N2O2 in total at a distorted geometry. Source: OMol25; level of theory: ωB97M-V/def2-TZVPD.

```
! RIJCOSX wB97M-V def2-TZVPD def2/J DEFGRID3
* xyz 0 1
O 0.367 2.534 -1.211
C -0.481 1.862 -0.636
O -1.782 2.112 -1.006
C -0.210 0.862 0.337
C -1.124 -0.261 0.555
C -0.399 -1.400 1.247
N 0.666 -1.769 0.334
N 1.071 0.585 0.673
H -1.561 2.837 -1.618
H 2.229 -0.558 -2.129
H -2.091 0.035 0.963
H -1.491 -0.660 -0.397
H -1.071 -2.150 1.685
H 0.023 -0.902 2.171
H 1.982 -1.247 -2.009
H 0.950 -2.706 0.615
H 1.313 -0.433 0.319
H 1.610 1.260 0.108
*
```

Values from the calculation:
- HOMO energy: -0.2726 Ha
- ΔE to the lowest compared entry with this formula, charge and spin: 575.4 kJ/mol
- LUMO energy: -1.9 eV
- E_tot: -11380.9395 eV



The molecule C4H7NO at a distorted geometry. Source: OMol25; level of theory: ωB97M-V/def2-TZVPD.

```
! RIJCOSX wB97M-V def2-TZVPD def2/J DEFGRID3
* xyz 0 1
O 2.102 0.229 0.714
C 0.922 -0.397 0.293
C -0.450 -0.587 1.023
N -1.075 -0.733 -0.323
C -1.173 0.613 -0.812
C 0.205 0.103 -0.917
H 2.043 1.171 0.522
H 1.206 -1.435 0.101
H -0.798 0.300 1.571
H -0.557 -1.476 1.652
H -1.496 1.418 -0.160
H -1.657 0.597 -1.789
H 0.730 0.197 -1.875
*
```

Values from the calculation:
- HOMO energy: -0.3491 Ha
- ΔE to the lowest compared entry with this formula, charge and spin: 352.3 kJ/mol
- LUMO energy: 0.8 eV
- E_tot: -7795.9932 eV



The molecule C10H16N2O5 at a distorted geometry. Source: OMol25; level of theory: ωB97M-V/def2-TZVPD.

```
! RIJCOSX wB97M-V def2-TZVPD def2/J DEFGRID3
* xyz 0 1
O 0.948 1.505 -0.622
C 0.408 2.442 0.068
O 0.983 3.622 0.085
C -0.978 2.260 0.689
C -1.899 1.432 -0.256
C -1.876 -0.084 0.102
N -0.548 -0.685 -0.182
C 0.270 -1.087 0.752
O 0.108 -1.027 1.993
C 1.563 -1.814 0.256
C 2.892 -1.396 0.880
C 3.344 -0.159 0.033
C 2.580 -0.476 -1.416
N 1.788 -1.629 -1.160
C -3.148 -0.806 -0.198
O -4.184 -0.207 -0.467
O -2.762 -2.116 -0.270
H 1.975 3.675 -0.175
H -1.020 1.722 1.659
H -1.482 3.256 0.983
H -2.957 1.634 -0.284
H -1.587 1.571 -1.346
H -1.872 -0.331 1.047
H -0.262 -0.830 -1.180
H 1.116 -2.794 0.399
H 3.646 -2.198 0.969
H 2.648 -1.242 1.951
H 4.444 0.105 0.013
H 2.963 0.728 0.433
H 2.026 0.398 -1.822
H 3.417 -0.536 -2.237
H 2.066 -2.329 -1.698
H -3.485 -2.730 -0.520
*
```

Values from the calculation:
- HOMO energy: -0.3104 Ha
- ΔE to the lowest compared entry with this formula, charge and spin: 340.7 kJ/mol
- LUMO energy: 0.5 eV
- E_tot: -23845.4078 eV